Entry 1:
{"formula": "C4H8O2", "method": "ωB97M-V/def2-TZVPD", "homo_energy_ha": -0.3328, "fmax_ev_per_a": 3.46, "spin_multiplicity": 1, "relative_energy_kj_mol": 372.1, "elements": ["C", "C", "C", "O", "C", "O", "H", "H", "H", "H", "H", "H", "H", "H"], "positions_angstrom": [[-0.681, 1.125, -0.987], [0.323, 0.036, -0.924], [0.441, -0.880, 0.207], [1.692, -0.101, 1.059], [-0.688, -0.965, 1.139], [-0.823, -0.265, 2.122], [-0.445, 1.901, -1.719], [-0.783, 1.642, -0.030], [-1.689, 0.780, -1.252], [1.513, 0.385, -0.302], [0.498, -0.456, -1.878], [0.894, -1.848, -0.018], [1.177, 0.319, 1.785], [-1.465, -1.696, 0.833]], "nbo_charge": [-0.631, -0.527, -0.025, -0.798, 0.410, -0.523, 0.226, 0.214, 0.200, 0.376, 0.220, 0.239, 0.491, 0.130]}

Entry 2:
{"formula": "C9H14", "method": "ωB97M-V/def2-TZVPD", "smiles": "Cc1ccccc1.CC", "homo_energy_ha": -0.3305, "fmax_ev_per_a": 4.93, "spin_multiplicity": 1, "relative_energy_kj_mol": 232.9, "elements": ["C", "C", "C", "C", "C", "C", "C", "H", "H", "H", "H", "H", "H", "H", "H", "C", "C", "H", "H", "H", "H", "H", "H"], "positions_angstrom": [[1.049, 0.522, -2.991], [0.003, -0.021, -2.013], [-1.341, 0.387, -2.166], [-2.311, -0.252, -1.440], [-1.905, -0.907, -0.265], [-0.617, -1.273, -0.154], [0.447, -0.938, -1.028], [1.083, 1.597, -3.120], [0.828, 0.344, -4.021], [2.047, -0.038, -2.862], [-1.494, 1.205, -2.808], [-3.321, -0.215, -1.621], [-2.776, -1.397, 0.391], [-0.431, -1.954, 0.784], [1.413, -1.499, -0.896], [0.293, 0.408, 3.393], [1.635, 0.714, 2.741], [0.002, -0.760, 3.428], [0.225, 0.808, 4.365], [-0.655, 0.791, 2.815], [2.392, 0.778, 3.550], [1.869, 0.008, 1.937], [1.565, 1.693, 1.983]], "nbo_charge": [-0.645, -0.001, -0.235, -0.176, -0.238, -0.204, -0.239, 0.225, 0.218, 0.217, 0.212, 0.206, 0.218, 0.206, 0.234, -0.615, -0.626, 0.198, 0.203, 0.209, 0.214, 0.213, 0.205]}

Entry 3:
{"formula": "C30H40N11O2Sr", "method": "ωB97M-V/def2-TZVPD", "charge": 1, "homo_energy_ha": -0.3475, "fmax_ev_per_a": 0.94, "spin_multiplicity": 1, "relative_energy_kj_mol": 0.0, "elements": ["Sr", "C", "O", "C", "O", "N", "N", "H", "H", "H", "H", "H", "H", "N", "C", "C", "C", "C", "C", "C", "C", "C", "C", "C", "C", "C", "N", "C", "C", "C", "C", "N", "H", "H", "H", "H", "H", "H", "H", "H", "H", "H", "C", "N", "C", "C", "N", "C", "C", "N", "C", "C", "N", "C", "N", "C", "C", "C", "N", "C", "H", "H", "H", "H", "H", "H", "H", "H", "H", "H", "H", "H", "H", "H", "H", "H", "H", "H", "H", "H", "H", "H", "H", "H"], "positions_angstrom": [[0.456, 0.150, -0.335], [5.587, 0.843, -0.714], [4.751, 1.785, -1.422], [3.456, 1.663, -1.214], [2.926, 0.792, -0.534], [2.735, 2.622, -1.852], [1.352, 2.603, -1.654], [6.603, 1.125, -0.963], [5.374, -0.168, -1.051], [5.413, 0.923, 0.355], [3.193, 3.430, -2.245], [0.881, 2.740, -2.540], [1.056, 3.313, -0.989], [-1.919, 4.394, 9.438], [-1.659, 3.967, 8.403], [-1.332, 3.433, 7.112], [-0.432, 4.105, 6.288], [-0.123, 3.585, 5.043], [-0.699, 2.394, 4.615], [-1.594, 1.726, 5.444], [-1.917, 2.242, 6.687], [-0.358, 1.818, 3.276], [-0.959, 2.461, 2.179], [-1.784, 3.617, 2.269], [-2.080, 4.004, 0.981], [-1.452, 3.055, 0.151], [-0.788, 2.128, 0.842], [0.536, 0.750, 3.310], [1.232, 0.316, 4.482], [2.112, -0.659, 4.092], [1.916, -0.808, 2.698], [0.989, 0.010, 2.219], [0.020, 5.027, 6.628], [0.574, 4.103, 4.397], [-2.038, 0.797, 5.111], [-2.616, 1.729, 7.333], [-2.106, 4.104, 3.175], [-2.674, 4.847, 0.664], [-1.474, 3.016, -0.932], [1.104, 0.710, 5.477], [2.815, -1.199, 4.706], [2.441, -1.501, 2.048], [1.473, -4.840, -2.990], [1.446, -4.514, -1.571], [1.264, -5.677, -0.698], [0.847, -5.050, 0.625], [0.214, -3.833, 0.157], [-0.523, -2.959, 1.035], [0.701, -3.460, -1.060], [0.496, -2.276, -1.527], [0.840, -1.904, -2.880], [0.563, -0.416, -3.103], [-0.750, 0.003, -2.674], [-1.763, 0.006, -3.476], [-1.831, -0.201, -4.857], [-1.122, -1.266, -5.557], [-3.239, -0.136, -5.267], [-3.895, 0.641, -4.145], [-3.019, 0.320, -3.038], [-3.338, 0.812, -1.722], [2.127, -5.701, -3.119], [1.884, -4.030, -3.583], [0.480, -5.108, -3.367], [2.186, -6.250, -0.630], [0.471, -6.326, -1.089], [1.709, -4.837, 1.267], [0.146, -5.671, 1.180], [-1.125, -3.565, 1.710], [-1.205, -2.353, 0.436], [0.119, -2.311, 1.640], [0.243, -2.462, -3.608], [1.898, -2.073, -3.123], [0.818, -0.133, -4.127], [1.310, 0.157, -2.540], [-1.450, -2.257, -5.223], [-0.047, -1.188, -5.464], [-1.360, -1.173, -6.615], [-3.656, -1.148, -5.331], [-3.332, 0.344, -6.239], [-4.917, 0.322, -3.949], [-3.899, 1.720, -4.342], [-4.309, 0.419, -1.420], [-3.382, 1.903, -1.691], [-2.593, 0.477, -1.007]], "nbo_charge": [1.816, -0.256, -0.486, 0.900, -0.736, -0.475, -0.686, 0.212, 0.196, 0.205, 0.404, 0.379, 0.389, -0.284, 0.268, -0.176, -0.160, -0.161, -0.065, -0.197, -0.155, 0.233, -0.036, -0.201, -0.339, -0.034, -0.628, -0.033, -0.190, -0.333, 0.000, -0.618, 0.233, 0.221, 0.226, 0.234, 0.229, 0.227, 0.178, 0.229, 0.228, 0.185, -0.410, -0.431, -0.214, -0.213, -0.405, -0.420, 0.640, -0.713, -0.246, -0.241, -0.710, 0.642, -0.436, -0.408, -0.215, -0.216, -0.404, -0.398, 0.219, 0.213, 0.187, 0.217, 0.188, 0.190, 0.216, 0.223, 0.209, 0.210, 0.188, 0.186, 0.204, 0.156, 0.186, 0.208, 0.221, 0.188, 0.218, 0.217, 0.188, 0.215, 0.198, 0.212]}

Entry 4:
{"formula": "C3H9NO2", "method": "ωB97M-V/def2-TZVPD", "smiles": "CC(=O)O.CN", "homo_energy_ha": -0.3558, "fmax_ev_per_a": 4.82, "spin_multiplicity": 1, "relative_energy_kj_mol": 185.2, "elements": ["C", "C", "O", "O", "H", "H", "H", "H", "C", "N", "H", "H", "H", "H", "H"], "positions_angstrom": [[-2.695, 0.376, 0.206], [-1.295, 0.701, 0.098], [-0.731, 1.197, -0.835], [-0.481, 0.496, 1.227], [-2.985, -0.194, 1.092], [-3.118, -0.071, -0.687], [-3.366, 1.206, 0.087], [0.540, 0.433, 0.920], [2.869, -1.646, -0.209], [1.790, -0.721, -0.486], [3.790, -1.576, -0.730], [2.534, -2.630, -0.315], [2.866, -1.598, 1.012], [2.199, 0.196, -0.266], [1.433, -0.855, -1.409]], "nbo_charge": [-0.755, 0.791, -0.596, -0.737, 0.243, 0.259, 0.261, 0.516, -0.410, -0.855, 0.178, 0.190, 0.182, 0.359, 0.372]}

| no. | E_LUMO (Ha) |
| --- | --- |
| 1 | 0.0225 |
| 2 | 0.0354 |
| 3 | -0.0921 |
| 4 | 0.0309 |